DFT (wB97M-V/def2-TZVPD) results for a structure of composition C42H48BaN7O5P2.

```
105
Properties=species:S:1:pos:R:3:forces:R:3
Ba 6.51017 -0.90553 20.14760 -0.2 0.3 -0.2
P 8.28919 0.45478 25.14229 -0.7 0.1 -1.0
P 3.32154 -1.04752 18.60529 -0.6 -0.3 -0.5
O 6.85820 2.70739 17.63179 -0.2 0.8 -0.1
O 5.57284 0.54876 22.56486 0.3 -1.1 0.4
O 6.86925 0.58882 17.71773 -0.5 -1.3 0.0
O 7.23357 1.72091 19.53078 -0.6 -0.3 -0.7
O 6.85520 -1.22464 22.94938 0.5 -1.1 0.1
N 8.99735 -1.47499 18.11301 0.3 -0.2 -0.8
N 11.15506 -1.79279 16.43384 0.4 -0.1 -0.4
N 5.46184 -3.04034 18.49554 -1.6 0.8 0.5
N 6.96035 1.68742 18.27837 0.9 0.7 0.8
N 10.55311 -3.09074 21.83919 -0.2 0.5 0.3
N 11.15163 -2.88184 20.65163 -0.8 0.1 -0.8
N 8.94670 -2.24350 20.60549 1.9 0.2 1.0
C 7.21630 -3.98496 17.24283 0.7 -0.1 -1.4
C 6.56640 -3.84841 18.45419 -0.1 -1.0 0.3
C 7.67582 1.96665 27.47163 1.1 0.1 -1.5
C 9.45260 2.82071 25.98967 0.2 -1.1 -0.5
C 8.43786 1.90349 26.27568 -0.7 -0.5 -0.1
C 6.25463 -0.20357 23.33019 -0.9 2.6 -0.6
C 10.05094 0.78386 23.04587 -0.9 1.4 0.0
C 10.18147 -1.99680 18.53088 -1.7 0.5 0.7
C 8.64524 2.82782 21.68531 0.1 -0.1 0.3
C 4.07020 -5.02919 18.24193 0.7 1.0 0.2
C 9.09645 -5.14407 18.22394 -0.2 0.3 0.7
C 2.96157 -1.43833 15.68318 -1.3 1.2 -0.5
C 0.30145 -5.35458 17.92454 -1.1 -0.4 -0.2
C 0.57954 -0.27624 17.79584 1.2 3.9 0.5
C 3.03995 -2.83480 18.47341 0.7 0.4 -0.6
C 8.45320 -4.61045 17.14456 -0.7 0.4 -1.6
C 9.96675 2.47329 21.35587 -1.5 1.6 -2.6
C 1.56344 -0.45020 18.93753 0.6 0.1 0.4
C 6.50829 -3.43556 16.01331 1.6 -1.8 -0.5
C 11.25992 -2.15500 17.70655 -0.6 0.2 -0.6
C 3.88030 0.74947 16.55524 -0.9 -0.2 0.6
C 10.62908 1.47939 21.97896 1.5 -2.4 0.0
C 1.65369 0.84862 19.71166 -1.1 0.7 0.2
C 6.31556 -4.71088 20.87943 1.2 -1.3 -0.3
C 10.52190 -5.62469 18.11750 -0.5 1.5 1.9
C 10.14063 -2.37769 19.95610 0.2 0.0 -1.2
C 3.72675 -0.75975 16.80089 1.3 0.5 0.4
C 8.80649 1.24381 23.52150 1.0 -1.2 0.7
C 8.87372 -1.18404 16.81450 0.7 0.2 0.0
C 2.81339 -5.52089 18.16030 -1.2 -0.7 -0.6
C 6.43387 0.32721 24.77982 -0.1 1.2 0.1
C 9.73038 3.77890 26.92036 0.7 1.5 0.0
C 8.10030 2.19983 22.81955 -0.4 1.6 0.1
C 7.94098 2.98527 28.36629 -0.3 -0.3 1.0
C 7.06409 -4.57378 19.54438 1.7 0.5 0.8
C 1.64698 -4.74820 18.17200 0.0 -0.7 0.0
C 9.99648 -1.31741 15.98709 0.4 -0.6 0.5
C 9.30505 -2.63103 21.80969 -1.4 -0.1 0.8
C 1.78055 -3.38090 18.29008 -0.2 -0.2 1.1
C 8.42484 -5.02611 19.45100 -1.6 -0.8 -0.8
C 8.95610 3.87640 28.07780 1.3 0.4 -0.5
C 4.23586 -3.61606 18.34974 0.4 -0.3 1.1
H 10.48102 -0.02086 23.60156 0.6 -0.4 -0.1
H 5.96901 -0.40415 25.42991 0.0 -0.1 0.4
H 8.92876 -4.62608 16.15449 -0.1 -0.1 0.3
H 0.15429 -5.39836 16.83491 -0.2 -0.4 0.2
H 10.89491 -5.15585 19.03463 0.8 -0.7 0.2
H 5.57221 -3.99822 15.87932 0.1 0.6 -0.1
H 4.91694 -5.71957 18.29200 -0.2 0.4 -0.2
H 2.88112 1.19443 16.41853 0.3 0.0 0.1
H -0.53014 -4.74918 18.30295 0.3 0.4 -0.1
H 6.19078 -5.79048 21.08604 -0.1 0.2 -0.3
H 2.35186 0.88782 20.54957 -0.1 -0.3 0.0
H 6.38486 -2.40316 16.14842 -0.8 1.4 0.1
H 7.93353 -0.78554 16.39653 0.6 -0.3 0.7
H 0.85862 -2.78807 18.42608 0.7 -0.3 -0.4
H 2.97133 -2.51541 15.84780 -0.2 0.0 -0.5
H 10.02034 -1.11625 14.93267 -0.5 0.3 -0.3
H 11.09048 -5.12725 17.36524 0.1 0.1 -1.0
H 0.61395 1.06268 20.07196 0.8 0.2 0.0
H 10.68703 -6.67758 18.12614 0.0 -0.8 0.0
H 3.42288 -1.09305 14.74577 0.4 -0.7 0.1
H 12.16229 -2.60287 18.06188 0.6 -0.1 0.1
H 9.38051 4.62979 28.71218 -0.7 0.3 0.9
H 7.42194 2.98653 29.33930 0.2 0.3 -0.6
H 8.64491 -2.50731 22.65523 0.0 -0.3 0.3
H 5.31683 -4.30621 20.91853 -0.1 0.6 -0.1
H 0.84351 0.57130 17.08997 0.1 -0.6 1.0
H 4.44641 0.99359 15.69014 0.6 -0.1 -1.0
H 10.39904 2.84757 20.38806 -0.4 -0.1 1.2
H 1.18331 -1.24603 19.59591 0.1 0.3 0.0
H 1.94306 1.65595 19.02490 -0.1 -0.1 0.2
H 4.74599 -1.24710 16.81782 -0.8 0.6 -0.1
H 0.64336 -1.05933 17.19336 -0.4 -3.7 -2.5
H 11.03655 -3.48131 22.62176 0.3 0.0 0.2
H -0.42191 -0.04135 18.08687 -0.7 -0.2 0.6
H 2.74360 -6.57909 17.98177 -0.4 -0.5 0.2
H 8.04768 3.51817 21.03938 0.7 -0.7 0.9
H 7.16282 2.57087 23.25696 0.2 -0.4 -0.6
H 7.16561 -3.55114 15.10997 -0.6 -0.2 0.7
H 10.07381 2.65170 25.08743 -0.5 0.4 0.6
H 4.39108 1.26248 17.36211 -0.1 0.0 0.3
H 1.91030 -1.01900 15.50224 1.1 -0.8 0.8
H 8.88974 -5.43345 20.32419 0.3 -0.2 0.6
H 5.93392 1.35796 24.94179 0.7 -1.8 -0.5
H 0.04443 -6.33895 18.37803 0.9 0.3 -0.4
H 6.96356 -4.44129 21.72585 -0.3 0.6 -0.1
H 10.56614 4.52863 26.74473 -1.1 -1.1 0.3
H 11.52696 1.11066 21.42872 -0.4 0.3 1.0
H 6.96196 1.17866 27.64403 -0.3 0.0 0.2
```
Positions in Å, forces in eV/Å.

Its energy above the lowest of the compared OMol25 structures with the same formula, charge and spin is 12.14 kcal/mol. The calculation puts the gap between HOMO and LUMO (spin up / spin down) at 6.266 / 6.154 eV. The net charge is -1.